[1]
89
Properties=species:S:1:pos:R:3:forces:R:3 method="wB97M-V/def2-TZVPD" charge=0 max_force_ha_per_bohr=0.003 total_energy_ev=-124364.5562 spin_multiplicity=4 lumo_ev="0.08 / 0.08" s_squared=3.762 homo_lumo_gap_ev="6.03 / 6.37"
V 0.40799 -0.32522 -1.31006 -0.077 0.084 0.055
N 0.72345 3.93238 -4.16916 0.022 -0.007 -0.025
C 0.48846 2.57033 -4.14253 -0.101 0.024 0.083
S -0.83410 1.98903 -5.07916 -0.007 -0.006 0.024
N 1.25908 1.93538 -3.28663 0.011 -0.015 0.049
N 1.05675 0.59061 -3.12844 0.039 -0.040 -0.052
C 1.13705 -0.16683 -4.15377 -0.011 -0.017 -0.021
C 0.88062 -1.59191 -3.98570 0.002 -0.005 0.000
C 1.02836 -2.47868 -5.04622 -0.002 -0.001 0.000
C 0.80912 -3.82603 -4.83436 0.003 -0.005 -0.007
C 0.46093 -4.25401 -3.56211 0.002 0.002 0.002
C 0.32875 -3.30848 -2.56117 0.000 -0.005 -0.016
N 0.50883 -2.00241 -2.75974 -0.023 -0.021 0.052
H 0.36876 4.40045 -4.98484 0.005 -0.001 -0.002
H 1.63605 4.21310 -3.84206 -0.001 0.003 0.002
H 1.38928 0.22334 -5.13275 0.000 0.001 0.003
H 1.31843 -2.09857 -6.01609 -0.001 0.003 0.001
H 0.92167 -4.53490 -5.64409 -0.001 0.000 0.000
H 0.30327 -5.29985 -3.34010 0.001 -0.001 0.003
H 0.09218 -3.60672 -1.54735 0.001 -0.007 -0.009
O -1.59870 -0.07933 -2.07103 -0.019 0.067 -0.051
S -2.86648 0.52913 -2.60256 -0.013 -0.020 0.007
C -4.10938 -0.32270 -1.59044 -0.004 -0.011 -0.002
C -3.75516 -0.34351 -0.10154 0.006 0.001 -0.020
C -3.75758 -1.75119 0.50268 -0.001 0.000 0.004
C -2.66155 -2.66952 -0.02908 0.007 -0.027 0.006
S -0.98870 -2.45458 0.64179 -0.007 0.020 -0.058
O -0.69644 -0.97699 0.54819 0.017 -0.036 -0.018
C -1.31450 -2.78093 2.36131 -0.010 -0.010 0.010
C -1.44537 -4.10349 2.76191 -0.013 0.002 0.012
C -1.67402 -4.38479 4.09941 0.002 -0.002 -0.015
C -1.74815 -3.35022 5.02353 0.002 0.018 0.003
C -1.59237 -2.03374 4.61379 -0.004 -0.021 0.014
C -1.37295 -1.74246 3.27468 0.014 0.022 -0.024
C -2.99023 2.17386 -1.89856 0.033 0.016 0.003
C -1.81141 2.90069 -1.82721 -0.018 -0.011 -0.012
C -1.84839 4.21553 -1.38483 0.001 -0.005 0.001
C -3.05327 4.79514 -1.01601 0.009 0.003 0.005
C -4.23067 4.06190 -1.09502 0.004 -0.009 -0.007
C -4.20537 2.75061 -1.54692 -0.002 -0.007 0.003
H -4.11246 -1.32515 -2.02593 -0.001 0.005 0.000
H -5.08642 0.10790 -1.80816 0.000 0.005 0.001
H -4.45654 0.28388 0.45048 -0.001 0.000 -0.004
H -2.76346 0.08600 0.02550 -0.006 0.000 0.010
H -4.71782 -2.23381 0.29648 -0.002 0.003 0.010
H -3.68268 -1.68480 1.59106 0.015 0.004 0.003
H -2.50876 -2.54654 -1.10528 0.002 -0.005 0.002
H -2.88932 -3.72256 0.15568 -0.002 0.000 -0.007
H -1.35191 -4.90589 2.03913 -0.003 -0.005 0.006
H -1.77652 -5.41171 4.42358 -0.001 0.000 0.000
H -1.91398 -3.57342 6.06911 0.000 -0.001 -0.001
H -1.63560 -1.23132 5.33840 0.002 0.001 0.000
H -1.23205 -0.72499 2.93531 -0.005 -0.022 0.007
H -0.86960 2.44679 -2.09244 0.038 -0.001 -0.050
H -0.92621 4.78060 -1.34662 -0.001 0.004 0.000
H -3.08053 5.82221 -0.67516 0.001 -0.002 0.000
H -5.17354 4.51216 -0.81316 0.001 -0.001 -0.002
H -5.13377 2.20059 -1.62189 -0.005 -0.006 -0.005
C -1.39560 2.04638 1.56018 -0.002 -0.013 0.010
S 0.29700 2.29943 1.01638 -0.054 -0.069 0.012
C 1.07378 1.33328 2.30238 0.037 0.026 0.009
O 0.44950 1.52904 -0.26277 0.082 0.042 -0.027
H -1.51205 2.50435 2.54253 0.001 0.010 0.000
H -1.58205 0.97413 1.59289 -0.005 0.029 0.002
H -2.05603 2.52970 0.84363 -0.013 0.016 -0.017
H 0.75776 1.73191 3.26734 0.005 -0.005 0.000
H 2.14981 1.43766 2.19188 0.043 -0.006 0.000
H 0.78234 0.29046 2.17436 0.009 -0.001 -0.019
C 5.40988 2.28991 3.88066 -0.005 0.000 0.001
C 4.78898 1.34916 2.88216 -0.009 0.020 -0.011
C 4.72702 1.66641 1.53211 -0.042 0.010 0.019
C 4.14867 0.81124 0.59467 -0.021 -0.013 -0.009
C 4.10264 1.25045 -0.84318 0.014 -0.014 0.015
C 3.61264 -0.41818 1.01793 -0.048 0.049 -0.009
Te 2.68337 -1.69735 -0.40534 0.043 -0.003 0.071
C 3.67862 -0.75670 2.37830 0.031 -0.006 0.040
C 3.10627 -2.03665 2.93232 0.018 0.022 0.003
C 4.25838 0.13107 3.28250 0.042 -0.039 -0.012
H 5.87320 3.14100 3.38206 0.000 0.000 0.000
H 6.17678 1.78703 4.47222 0.003 0.000 0.001
H 4.66394 2.67741 4.57866 0.003 -0.002 0.000
H 5.14197 2.60988 1.19083 -0.001 -0.004 0.000
H 4.63723 2.19246 -0.97308 -0.002 -0.002 -0.002
H 3.07509 1.38697 -1.18839 0.001 0.017 -0.001
H 4.54746 0.49688 -1.49518 -0.003 -0.003 -0.001
H 3.12198 -2.83637 2.19619 0.010 -0.017 -0.002
H 2.06198 -1.89478 3.23390 -0.021 -0.025 -0.054
H 3.66320 -2.35244 3.81621 -0.016 0.021 0.011
H 4.30315 -0.14812 4.33178 0.003 0.002 0.000

***

[2]
13
Properties=species:S:1:pos:R:3:forces:R:3 method="wB97M-V/def2-TZVPD" charge=0 max_force_ha_per_bohr=0.073 total_energy_ev=-8807.7112 smiles="N=C(O)O.C=C" lumo_ev=0.52 homo_lumo_gap_ev=10.49
C -1.25262 1.13528 1.05306 2.564 1.208 0.539
C 0.92258 -0.10041 -0.68369 0.089 0.043 0.259
C 0.81532 -1.42983 -0.50999 0.351 0.391 -0.206
N -1.78989 2.06496 0.46824 -3.390 0.057 -1.668
O -0.02458 1.24297 1.59658 2.213 -0.168 1.678
O -1.68167 -0.07832 1.26374 0.166 -2.104 1.098
H -0.96087 -0.58467 1.77563 -1.539 1.205 -1.309
H 0.40372 0.42970 -1.48037 0.126 -0.267 -0.108
H 1.46302 0.62300 0.02128 -0.588 -1.835 -1.132
H 1.30548 -1.87208 0.33115 0.423 -0.120 0.580
H 0.34801 -2.23906 -1.11919 0.011 1.448 0.063
H -1.42686 2.98502 0.46447 0.805 0.427 0.176
H 0.57400 1.95200 1.29024 -1.232 -0.285 0.031

***

[3]
13
Properties=species:S:1:pos:R:3:forces:R:3 method="wB97M-V/def2-TZVPD" charge=0 max_force_ha_per_bohr=0.027 total_energy_ev=-6323.6207 smiles="C=CC=C.O" lumo_ev=0.73 homo_lumo_gap_ev=9.95
C -0.66323 0.41469 -1.81948 -0.304 -0.211 -0.626
C 0.08021 0.53999 -0.72910 0.251 0.557 -0.278
C -0.38377 1.04513 0.55837 0.207 0.354 -0.309
C 0.44161 1.17502 1.59215 0.172 1.388 0.061
H -1.69903 0.72195 -1.91620 -0.059 -0.091 0.436
H -0.26234 -0.02188 -2.72659 0.203 0.155 0.032
H 1.14300 0.32947 -0.82860 -0.051 -0.291 0.249
H -1.39738 1.43463 0.57225 -0.205 -0.572 0.364
H 0.13649 1.60884 2.53616 -0.278 -0.151 -0.010
H 1.51387 1.23439 1.43518 0.070 -0.984 0.044
H 0.22669 -1.53194 0.11773 -0.173 -0.429 -0.015
H -0.19388 -3.03353 0.07136 -0.093 0.221 -0.076
O 0.49760 -2.43007 0.35541 0.262 0.054 0.128

***

[4]
79
Properties=species:S:1:pos:R:3:forces:R:3 method="wB97M-V/def2-TZVPD" charge=0 max_force_ha_per_bohr=0.065 total_energy_ev=-70003.7139 lumo_ev="-0.50 / -0.24" homo_lumo_gap_ev="7.00 / 7.24"
V -0.04630 0.07207 -0.23017 1.330 1.441 2.689
N -1.19967 1.48861 0.41505 0.783 -0.700 0.819
N 1.57479 1.07626 0.29789 -1.117 -0.607 -0.271
N -1.12923 -1.30705 -1.23287 1.710 0.207 -0.277
N 1.02917 -0.94413 -1.55246 -0.278 -0.527 0.245
H -0.61813 3.37908 -0.36388 -0.044 0.059 0.145
C -0.84073 2.90658 0.60346 -1.097 -0.621 -0.108
H 0.03221 3.00948 1.25118 -0.115 -0.004 -0.065
H -1.72512 3.43926 1.02648 0.724 -0.214 -0.101
H -3.18844 1.99724 -0.07777 -0.029 -0.143 0.003
C -2.62218 1.20218 0.43308 -0.418 0.474 0.019
H -3.05074 1.11239 1.46426 0.505 0.198 -0.654
H -2.83684 0.26301 -0.08840 0.043 0.145 0.157
C 2.06915 1.99316 -0.69701 -0.214 1.186 0.172
H 3.07044 1.75339 -1.04568 0.386 0.020 0.093
H 1.39645 1.98842 -1.55216 0.800 0.104 0.183
H 2.06871 3.04577 -0.28169 0.193 -0.832 -0.337
H 3.45196 0.55730 1.16784 0.026 -0.051 -0.212
C 2.48799 1.01074 1.42420 -0.050 0.266 0.666
H 2.72782 2.03165 1.80620 -0.237 -0.422 -0.307
H 2.08448 0.45122 2.28394 0.044 0.175 -0.506
C -2.44516 -1.89905 -1.41090 0.643 0.563 -0.780
H -3.07685 -1.09116 -1.81330 -0.021 0.013 -0.153
C -3.10303 -2.34194 -0.11974 -0.753 -0.714 0.032
H -2.77346 -1.81187 0.76683 0.186 0.141 -0.052
H -4.19194 -2.18364 -0.23092 0.386 -0.129 0.180
H -2.96204 -3.42068 0.05303 0.092 0.339 -0.028
C -2.41384 -3.00663 -2.46043 -1.061 -0.727 0.711
H -3.44291 -3.42264 -2.52677 0.610 0.128 -0.083
H -2.14027 -2.62922 -3.42818 0.140 -0.001 -0.413
H -1.73819 -3.82817 -2.16736 -0.319 0.323 -0.184
H 3.40485 -1.54948 -3.88470 0.679 -0.137 -0.299
C 2.38317 -1.46906 -3.58474 -1.338 0.102 -0.451
H 1.92539 -2.47322 -3.55027 0.356 0.263 -0.144
H 1.84036 -0.84994 -4.33529 0.462 -0.635 0.454
C 2.31196 -0.80530 -2.22929 -0.144 1.175 0.327
H 2.42698 0.28546 -2.40076 -0.150 -0.509 -0.161
C 3.50332 -1.19115 -1.33582 -0.288 -1.114 0.021
H 3.18383 -1.48688 -0.32502 0.070 0.182 -0.302
H 4.01923 -2.05766 -1.79528 -0.117 0.360 0.413
H 4.20909 -0.37612 -1.26378 0.259 0.181 0.079
H -0.01718 -2.42245 -2.74638 0.045 0.637 0.709
C -0.05276 -1.55889 -2.03976 -0.802 -1.274 0.171
C -0.54474 1.29410 -2.07786 -0.940 0.524 -0.832
H -1.57496 1.11279 -1.70686 0.598 0.400 -1.191
H -0.14207 2.29731 -1.77110 -0.995 -1.118 -0.777
C -0.15764 0.75700 -3.35620 -1.824 0.182 -0.097
H 0.44238 1.32728 -4.07207 1.012 -0.414 0.841
C -0.68432 -0.43447 -3.82381 -0.361 0.155 -0.967
H -1.75519 -0.71532 -3.71685 1.068 0.191 0.509
H -0.15700 -1.02164 -4.60988 -0.677 0.912 0.162
C -1.25879 -4.04746 2.48594 -0.183 -0.033 -0.089
Si 0.18907 -3.18080 1.61550 0.130 0.657 -0.333
C 1.72434 -3.71084 2.58943 -0.043 -0.174 0.085
C 0.37190 -3.96597 -0.07935 -0.202 -0.350 -0.297
C 0.07564 -1.25208 1.46667 -0.375 -0.563 0.239
Si -0.63338 -0.65664 3.15715 0.541 0.269 -0.522
C 0.19820 -1.48380 4.66266 -0.268 0.096 -0.398
C -0.34228 1.16760 3.49951 -0.077 0.420 0.091
C -2.48888 -0.94026 3.33782 -0.234 -0.240 0.178
H -1.08985 -5.13394 2.38162 -0.018 0.330 0.039
H -2.23898 -3.82698 2.03870 0.321 -0.068 0.165
H -1.32221 -3.82653 3.56008 0.058 -0.064 -0.285
H 1.74919 -4.81864 2.61086 0.049 0.457 -0.013
H 2.63395 -3.36121 2.08936 -0.029 -0.058 0.050
H 1.74615 -3.35286 3.62870 -0.027 -0.144 -0.375
H -0.53516 -3.82752 -0.69608 0.534 -0.105 0.431
H 1.22131 -3.54311 -0.63489 -0.199 -0.082 0.183
H 0.54076 -5.04957 0.03219 -0.031 0.249 -0.038
H 1.11619 -0.91065 1.27668 -0.126 -0.423 0.621
H 1.28597 -1.44532 4.58223 -0.019 0.037 0.052
H -0.10320 -0.90118 5.53585 0.018 -0.027 0.071
H -0.10586 -2.51847 4.81931 0.070 0.002 0.042
H -0.72079 1.80775 2.69285 0.144 -0.290 0.369
H -0.88451 1.43920 4.42078 0.183 -0.083 -0.186
H 0.72078 1.40800 3.66034 -0.340 -0.077 -0.031
H -3.09364 -0.55641 2.50893 0.189 -0.110 0.196
H -2.74780 -2.00249 3.47754 0.096 0.380 -0.063
H -2.80771 -0.40479 4.24826 0.074 -0.157 -0.227

***

[5]
39
Properties=species:S:1:pos:R:3:forces:R:3 method="wB97M-V/def2-TZVPD" charge=0 max_force_ha_per_bohr=0.091 total_energy_ev=-92503.9184 lumo_ev=-0.06 homo_lumo_gap_ev=5.75
Li -2.06592 -0.14033 -1.12440 -0.850 -0.228 -0.281
C -5.15485 0.64981 1.17621 -1.404 0.295 -0.418
C -3.85462 -0.00903 1.53055 0.778 0.812 -0.809
O -2.74524 0.50327 0.66285 0.474 0.021 1.854
C -1.59861 0.93953 1.46777 -1.362 1.672 -1.139
C -0.61463 1.59227 0.51057 -0.740 -0.698 -0.921
H -6.03466 0.06287 1.55040 0.870 0.286 -0.223
H -5.32884 0.79941 0.08595 0.369 -0.166 0.809
H -5.19526 1.61343 1.71362 -0.098 -0.179 -0.527
H -3.83282 -1.07694 1.41672 -0.165 -0.473 0.051
H -3.67755 0.31154 2.55829 0.573 -0.467 0.033
H -1.15249 0.14112 1.99804 0.439 -1.199 0.456
H -1.94011 1.67285 2.21955 -0.012 -0.224 -0.258
H -0.44461 0.92300 -0.35343 0.222 0.163 0.421
H 0.33278 1.74768 0.96816 0.831 0.209 0.466
H -0.95821 2.51809 0.04711 -0.215 0.058 0.390
C 1.35602 -2.31748 -0.50807 0.746 0.035 -0.695
N 2.05599 -1.06229 -0.82136 -0.669 1.186 -0.406
C 1.59879 -0.08873 -1.68206 0.297 -0.864 -0.472
Se 0.13078 -0.23053 -2.83000 0.263 0.206 0.647
N 2.54575 0.89790 -1.70893 -1.593 0.235 -0.147
C 3.55099 0.63127 -0.81464 -0.089 -0.140 -0.336
C 4.67313 1.36463 -0.52354 0.267 -0.119 0.621
C 5.56847 0.74361 0.33708 -0.149 -0.342 0.172
C 5.30319 -0.52767 0.86637 0.327 -0.112 0.050
C 4.12332 -1.24226 0.57362 1.718 -0.070 1.071
C 3.26878 -0.63310 -0.27901 -0.784 0.413 -0.714
H 0.32209 -2.26439 -0.86854 0.406 0.032 0.059
H 1.39728 -2.49570 0.55823 -0.087 0.084 0.253
H 1.89868 -3.13496 -1.01546 -0.438 0.227 0.163
H 2.37106 1.78955 -2.17663 0.117 -0.683 0.161
H 4.82366 2.37888 -0.86954 0.034 -0.133 -0.227
H 6.48937 1.24407 0.60511 -0.025 -0.025 0.037
H 6.09478 -0.94771 1.49735 -0.592 -0.059 -0.146
H 3.93331 -2.22045 0.99640 0.045 0.039 -0.028
F -5.53998 -1.19100 -2.13127 -1.346 0.227 1.431
C -4.24185 -1.08632 -2.35967 1.788 -1.430 -4.088
F -3.61957 -2.00010 -1.46025 0.049 0.103 1.295
F -3.83841 0.14421 -1.81311 0.002 1.306 1.397

***

[6]
18
Properties=species:S:1:pos:R:3:forces:R:3 method="wB97M-V/def2-TZVPD" charge=+1 max_force_ha_per_bohr=0.072 total_energy_ev=-18681.9314 lumo_ev=-3.05 homo_lumo_gap_ev=9.97
C 0.81656 0.95986 -1.34588 -2.621 -1.043 -1.467
C 2.11605 0.35227 -1.02134 2.665 -2.218 1.233
S 2.25569 0.45099 0.83902 -1.148 0.863 0.574
N -0.37327 0.37747 -0.55093 1.118 -0.441 0.411
H 0.39462 0.86338 -2.39428 1.284 -0.223 0.869
H 0.85877 2.00746 -1.18970 -0.151 1.002 0.636
H 2.91345 0.96652 -1.48039 -0.401 -0.580 0.076
H 2.30663 -0.77702 -1.13381 -0.702 1.872 -0.912
H 3.46701 0.13354 1.30181 0.415 -0.185 -0.884
H -0.47950 -0.65112 -0.68759 -0.368 0.848 -0.339
H -1.19886 0.90413 -0.78798 -0.664 -0.280 -0.372
H -0.31150 0.45355 0.47062 0.286 0.130 0.418
H -1.40323 0.93596 2.77167 -0.624 2.743 0.732
H -1.02103 -0.39002 3.09620 -0.362 0.324 -2.056
O -1.28990 0.15918 2.28709 1.090 -2.951 1.132
H -3.63649 -2.05722 -0.37168 0.453 0.791 -1.129
H -2.75541 -2.62407 0.48755 1.339 -0.333 0.541
O -2.65959 -2.06486 -0.29039 -1.609 -0.317 0.537